Record 1
Molecular formula: C5H12NO
Method: DFT, ωB97M-V with the def2-TZVPD basis set

The geometry in XYZ format:
```
19
C5H12NO, DFT ωB97M-V with the def2-TZVPD basis set
C -0.54772 -2.15745 0.30432
O -1.67556 -1.32150 0.23332
C 0.83270 -1.49012 0.70733
C 0.96945 0.05133 0.68041
C 0.99909 0.62853 -0.67223
C -0.97193 2.13281 -0.53131
N 0.44271 2.00444 -0.85571
H -0.26577 -2.92544 -0.53129
H -0.66725 -2.86760 1.29544
H 0.93457 -1.59604 1.78813
H 1.52698 -1.98930 -0.01666
H 1.89564 0.48928 1.25693
H 0.09787 0.30557 1.40891
H 2.04073 0.59970 -1.10259
H 0.38778 0.01918 -1.29917
H -1.46611 1.23748 -0.80840
H -1.33306 2.45007 0.57711
H -1.43916 3.08648 -1.04550
H 0.90380 2.74099 -0.33061
```

Output
Charge   -1
Relative energy (zero: lowest compared OMol25 entry of this formula, charge and spin)   2.353 eV
HOMO-LUMO gap   6.47 eV
SMILES string   CNCCCC[O-]
Molar mass   102.2 g/mol

These are the Mulliken partial charges, in e, on atoms 1 to 5:
1. C -0.30
2. O -0.83
3. C -0.87
4. C -0.03
5. C -0.87

Record 2
Molecular formula: C5H12NO
Method: DFT, ωB97M-V with the def2-TZVPD basis set

The geometry in XYZ format:
```
19
C5H12NO, DFT ωB97M-V with the def2-TZVPD basis set
C -0.66566 0.80447 0.04649
N -0.05451 0.75323 -1.28764
C -1.07419 0.38144 -2.36626
O -1.59180 1.43649 -2.96521
C -0.59823 -0.55533 0.74030
C 0.78770 -1.14178 0.90997
C 1.71888 -0.24640 1.72390
H -0.13920 1.57174 0.62478
H -1.70842 1.14001 0.00493
H 0.12284 1.72035 -1.54469
H -0.51427 -0.32911 -3.03669
H -1.80126 -0.28033 -1.81301
H -1.20061 -1.21911 0.11045
H -1.11716 -0.51916 1.70692
H 0.67995 -2.10559 1.42045
H 1.25913 -1.38291 -0.04176
H 1.75072 0.73876 1.26161
H 2.74723 -0.60707 1.73594
H 1.39888 -0.15973 2.76951
```

Output
Charge   -1
Relative energy (zero: lowest compared OMol25 entry of this formula, charge and spin)   0.266 eV
HOMO-LUMO gap   6.22 eV
SMILES string   CCCCNC[O-]
Molar mass   102.2 g/mol

These are the Mulliken partial charges, in e, on atoms 1 to 5:
1. C -0.84
2. N -0.43
3. C -0.23
4. O -0.88
5. C -0.61

Record 3
Molecular formula: C5H12NO
Method: DFT, ωB97M-V with the def2-TZVPD basis set

The geometry in XYZ format:
```
19
C5H12NO, DFT ωB97M-V with the def2-TZVPD basis set
C -0.54463 -1.69838 0.25392
N -0.17686 -0.43915 0.91349
C -1.34293 0.26175 1.44891
C -0.18691 1.25047 -1.03724
C 0.60928 0.52789 0.09377
C 1.86382 -0.12216 -0.70213
O 1.59040 -0.83752 -1.81310
H -1.59808 -1.69276 -0.00764
H -0.30091 -2.51214 0.95368
H 0.06462 -1.88629 -0.64100
H -2.03034 0.75039 0.74180
H -1.90897 -0.46376 2.03884
H -1.00020 1.12442 2.04090
H 0.49380 1.71396 -1.76800
H -0.68503 0.52513 -1.67364
H -0.85108 1.99684 -0.59249
H 1.03792 1.35189 0.67312
H 2.46576 0.82166 -0.91915
H 2.50033 -0.67226 -0.00405
```

Output
⟨S²⟩   0.75
Charge   -2
Relative energy (zero: lowest compared OMol25 entry of this formula, charge and spin)   1.016 eV
HOMO-LUMO gap (spin up / spin down)   2.83 / 6.59 eV
Molar mass   102.2 g/mol
Multiplicity   2

These are the Mulliken partial charges, in e, on atoms 1 to 5:
1. C -1.40
2. N 0.76
3. C -3.76
4. C -1.77
5. C 0.17

Record 4
Molecular formula: C5H12NO
Method: DFT, ωB97M-V with the def2-TZVPD basis set

The geometry in XYZ format:
```
19
C5H12NO, DFT ωB97M-V with the def2-TZVPD basis set
O -1.97620 -1.62256 -1.34241
C -1.78214 -0.94127 -0.24073
C -0.31010 -0.80357 0.21421
C -0.00595 0.70038 0.51824
C 1.06795 0.87454 1.57678
C 0.28330 1.51608 -0.73736
N 0.32601 -1.37726 -1.00569
H -2.61679 -0.87400 0.48550
H -0.09366 -1.44760 1.09983
H -0.96819 1.05207 0.91752
H 1.48045 1.88156 1.46341
H 1.92768 0.18645 1.54654
H 0.62270 0.53909 2.54691
H -0.40612 1.27158 -1.56738
H 1.28365 1.24540 -1.08037
H 0.14306 2.56811 -0.35724
H -0.59127 -1.91901 -1.41156
H 0.60167 -0.72499 -1.73224
H 1.01396 -2.12502 -0.89393
```

Output
⟨S²⟩   0.75
Relative energy (zero: lowest compared OMol25 entry of this formula, charge and spin)   1.076 eV
HOMO-LUMO gap (spin up / spin down)   5.70 / 9.39 eV
Molar mass   102.2 g/mol
Multiplicity   2

These are the Mulliken partial charges, in e, on atoms 1 to 5:
1. O -0.71
2. C -0.45
3. C -0.20
4. C 0.69
5. C -1.45

Record 5
Molecular formula: C5H12NO
Method: DFT, ωB97M-V with the def2-TZVPD basis set

The geometry in XYZ format:
```
19
C5H12NO, DFT ωB97M-V with the def2-TZVPD basis set
C 2.12024 -0.68437 -0.29504
O 1.85876 -2.07263 -0.07081
C 1.37399 0.16460 0.72580
C -0.07024 -0.28875 0.97793
C -0.99366 -0.23747 -0.21988
C -2.78228 1.45278 -0.73971
N -1.47599 1.09623 -0.47744
H 1.78068 -0.48110 -1.31694
H 3.16887 -0.47284 -0.25968
H 1.85126 -2.53041 -0.92299
H 1.94797 0.16217 1.63975
H 1.37396 1.20756 0.38545
H -0.47353 0.13544 1.89284
H 0.04040 -1.33255 1.29423
H -1.88084 -0.84019 -0.00962
H -0.51182 -0.66769 -1.10052
H -2.89980 2.49042 -1.00455
H -3.57614 1.03304 -0.12637
H -0.85182 1.86576 -0.37246
```

Output
⟨S²⟩   0.75
Relative energy (zero: lowest compared OMol25 entry of this formula, charge and spin)   0.308 eV
HOMO-LUMO gap (spin up / spin down)   7.27 / 10.40 eV
Molar mass   102.2 g/mol
Multiplicity   2

These are the Mulliken partial charges, in e, on atoms 1 to 5:
1. C -0.58
2. O -0.53
3. C -0.51
4. C -0.72
5. C -0.43

Record 6
Molecular formula: C5H12NO
Method: DFT, ωB97M-V with the def2-TZVPD basis set

The geometry in XYZ format:
```
19
C5H12NO, DFT ωB97M-V with the def2-TZVPD basis set
C -0.48993 1.17380 1.74451
C 0.00182 1.77778 -0.58538
C -0.00893 -0.77887 1.14284
C 0.36481 0.35089 -1.06574
C -0.29485 -1.99370 -1.02280
N 0.08039 1.98993 0.86125
O -0.29786 -0.73026 -0.32253
H -1.50559 0.94498 1.74860
H -0.08225 1.08640 2.64499
H 0.71760 2.36206 -0.95226
H -1.08513 1.99749 -0.80552
H 0.96734 -1.03187 1.41447
H -0.60749 -1.55865 1.46447
H 0.12223 0.37848 -2.04462
H 1.53620 0.20417 -0.99932
H 0.77846 -2.25383 -1.11241
H -0.96889 -2.69366 -0.66686
H -0.73543 -1.99852 -1.99704
H 1.04443 2.09528 1.09526
```

Output
Charge   +1
Relative energy (zero: lowest compared OMol25 entry of this formula, charge and spin)   5.038 eV
HOMO-LUMO gap   10.22 eV
Molar mass   102.2 g/mol

These are the Mulliken partial charges, in e, on atoms 1 to 5:
1. C -0.67
2. C -0.87
3. C -0.76
4. C -0.36
5. C -0.80

Record 7
Molecular formula: C5H12NO
Method: DFT, ωB97M-V with the def2-TZVPD basis set

The geometry in XYZ format:
```
19
C5H12NO, DFT ωB97M-V with the def2-TZVPD basis set
C -1.53218 0.66348 2.70847
C -0.92427 -0.67073 2.20216
C 0.29376 -0.35887 1.40815
C 0.81304 -1.01602 0.36026
N 1.15024 -0.37750 -0.85677
C 0.81538 -0.72691 -2.04643
H -0.95859 1.17037 3.49033
H -1.77559 1.31617 1.87301
H -2.48253 0.50216 3.24670
H -0.83353 -1.31451 3.08009
H -1.57175 -1.15589 1.46972
H 0.81627 0.55517 1.72702
H 0.60784 -2.06706 0.14590
H 1.66216 0.50586 -0.80256
H -0.04075 -1.39748 -2.08263
H 1.17790 -0.14090 -2.87566
H -0.75395 1.73511 -3.80572
H 0.17960 2.58095 -2.93566
O -0.15613 1.67613 -3.05387
```

Output
Charge   +1
Relative energy (zero: lowest compared OMol25 entry of this formula, charge and spin)   2.254 eV
HOMO-LUMO gap   8.90 eV
Molar mass   102.2 g/mol

These are the Mulliken partial charges, in e, on atoms 1 to 5:
1. C -1.27
2. C -0.23
3. C -0.34
4. C -0.36
5. N -0.01

Record 8
Molecular formula: C5H12NO
Method: DFT, ωB97M-V with the def2-TZVPD basis set

The geometry in XYZ format:
```
19
C5H12NO, DFT ωB97M-V with the def2-TZVPD basis set
C -1.37101 0.29557 -0.65427
C 1.08948 -1.79826 -0.14491
C -0.64804 -1.25320 1.66727
C 0.43094 2.62812 -1.32450
C 0.37995 -0.68709 0.71136
N -0.24782 0.26228 -0.10124
O 0.91716 1.76159 -0.42490
H -1.81184 1.30068 -1.09397
H -1.92227 -0.63007 -0.53570
H 1.37693 -2.52914 0.60670
H 0.46850 -2.35722 -0.91857
H 2.00142 -1.21976 -0.52688
H -1.09602 -0.54115 2.48387
H -0.13974 -1.92682 2.40582
H -1.59844 -1.58729 1.24485
H -0.62041 2.84015 -1.00804
H 0.43564 2.34644 -2.43215
H 1.14909 3.36441 -1.16787
H 1.20646 -0.26925 1.21313
```

Output
Charge   +1
Relative energy (zero: lowest compared OMol25 entry of this formula, charge and spin)   5.637 eV
HOMO-LUMO gap (spin up / spin down)   8.85 / 8.85 eV
Molar mass   102.2 g/mol

These are the Mulliken partial charges, in e, on atoms 1 to 5:
1. C 0.04
2. C -1.07
3. C -1.30
4. C -0.49
5. C 0.24

Record 9
Molecular formula: C5H12NO
Method: DFT, ωB97M-V with the def2-TZVPD basis set

The geometry in XYZ format:
```
19
C5H12NO, DFT ωB97M-V with the def2-TZVPD basis set
O 2.28080 -1.37574 -0.30269
C 2.05780 -0.20327 -0.23747
C 0.78893 0.25581 0.51303
C -0.28071 0.34722 -0.61799
C -1.26456 1.52142 -0.27485
C -0.97724 -0.96120 -0.99540
N 0.50335 -0.70260 1.62095
H 2.42688 0.60832 -0.89240
H 0.81296 1.22655 1.01938
H 0.32644 0.71306 -1.45877
H -2.06739 1.56840 -1.00615
H -1.67536 1.25065 0.69566
H -0.68261 2.44254 -0.33500
H -0.41964 -1.80254 -0.57402
H -2.03149 -0.94923 -0.70139
H -1.04334 -1.08248 -2.07879
H 0.02650 -1.51601 1.21887
H -0.11431 -0.27867 2.31244
H 1.33299 -1.06221 2.09459
```

Output
Charge   +1
Relative energy (zero: lowest compared OMol25 entry of this formula, charge and spin)   0.870 eV
HOMO-LUMO gap   11.05 eV
SMILES string   CC(C)[C@@H]([NH3+])C=O
Molar mass   102.2 g/mol

These are the Mulliken partial charges, in e, on atoms 1 to 5:
1. O -0.42
2. C -0.03
3. C -0.40
4. C 0.55
5. C -1.55

Record 10
Molecular formula: C5H12NO
Method: DFT, ωB97M-V with the def2-TZVPD basis set

The geometry in XYZ format:
```
19
C5H12NO, DFT ωB97M-V with the def2-TZVPD basis set
C -1.25059 1.99192 -0.26318
C -0.05876 1.47079 -0.58493
C 1.43041 -0.20433 -1.74228
C -0.56967 -1.38459 1.84450
C 0.13835 0.16027 -1.14217
N 0.60654 -0.67681 1.37443
O -0.80963 -0.69943 -1.27939
H -1.33722 2.99881 0.10774
H -2.18426 1.46429 -0.37944
H 0.83119 2.06770 -0.47261
H 2.26243 0.01268 -1.08245
H 1.43167 -1.25024 -2.02854
H 1.57217 0.40681 -2.63369
H -0.82694 -2.16059 1.12492
H -0.41907 -1.86367 2.81737
H -1.39692 -0.68264 1.94051
H 0.84832 0.08856 1.99278
H 1.40219 -1.30173 1.31040
H -1.67021 -0.43780 -0.90397
```

Output
Charge   +1
Relative energy (zero: lowest compared OMol25 entry of this formula, charge and spin)   1.332 eV
HOMO-LUMO gap (spin up / spin down)   8.18 / 8.18 eV
Molar mass   102.2 g/mol

These are the Mulliken partial charges, in e, on atoms 1 to 5:
1. C -0.85
2. C -0.04
3. C -1.36
4. C -0.89
5. C 1.12

Record 11
Molecular formula: C5H12NO
Method: DFT, ωB97M-V with the def2-TZVPD basis set

The geometry in XYZ format:
```
19
C5H12NO, DFT ωB97M-V with the def2-TZVPD basis set
C 0.11169 -0.73550 1.89637
O 0.82737 -1.46378 0.90096
C -0.84970 0.26256 1.25000
C -0.05861 1.26116 0.38165
C -0.57605 1.27195 -1.06371
C -0.42292 0.22806 -1.90062
N 0.90447 -0.49183 -1.90543
H 0.72988 -0.12643 2.57793
H -0.51740 -1.35383 2.55854
H 0.66810 -2.38744 1.12984
H -1.32865 0.88969 2.00991
H -1.69763 -0.28638 0.84614
H 0.96519 0.85739 0.20937
H 0.06253 2.23693 0.85848
H -1.40486 1.96864 -1.23212
H -0.98947 -0.08913 -2.79241
H 1.14099 -0.68126 -0.92256
H 0.80651 -1.38771 -2.39421
H 1.62855 0.02690 -2.40814
```

Output
Charge   +1
Relative energy (zero: lowest compared OMol25 entry of this formula, charge and spin)   1.455 eV
HOMO-LUMO gap   10.71 eV
SMILES string   [NH3+]/C=C\CCCO
Molar mass   102.2 g/mol

These are the Mulliken partial charges, in e, on atoms 1 to 5:
1. C -0.55
2. O -0.54
3. C -0.44
4. C -0.81
5. C -0.38

Record 12
Molecular formula: C5H12NO
Method: DFT, ωB97M-V with the def2-TZVPD basis set

The geometry in XYZ format:
```
19
C5H12NO, DFT ωB97M-V with the def2-TZVPD basis set
C -2.52108 1.45266 0.55584
C -1.13274 1.91083 -0.16332
C 0.04960 1.10819 -0.05082
C 0.24230 -0.16452 -0.26838
N 0.76824 -0.91344 0.73596
C 1.08130 -2.23895 0.82572
H -2.30534 1.57351 1.70507
H -3.42118 2.08977 0.24424
H -2.64110 0.27034 0.47082
H -1.60699 2.33309 -1.21834
H -0.94224 2.81537 0.31517
H 1.04654 1.48660 0.34299
H -0.16843 -0.70531 -1.13465
H 0.75039 -0.47206 1.61901
H 1.00768 -2.48045 -0.19448
H 0.90560 -2.94858 1.62592
H 2.46290 -1.69986 -2.45687
H 3.69944 -1.67970 -1.43170
O 2.72511 -1.73748 -1.52216
```

Output
Charge   +1
Relative energy (zero: lowest compared OMol25 entry of this formula, charge and spin)   4.589 eV
HOMO-LUMO gap   7.51 eV
Molar mass   102.2 g/mol

These are the Mulliken partial charges, in e, on atoms 1 to 5:
1. C -0.89
2. C -0.71
3. C -0.23
4. C -0.04
5. N -0.07

Which formula does entry 12 have? C5H12NO

What did the second record say?
Molecular formula: C5H12NO
Method: DFT, ωB97M-V with the def2-TZVPD basis set

The geometry in XYZ format:
```
19
C5H12NO, DFT ωB97M-V with the def2-TZVPD basis set
C -0.66566 0.80447 0.04649
N -0.05451 0.75323 -1.28764
C -1.07419 0.38144 -2.36626
O -1.59180 1.43649 -2.96521
C -0.59823 -0.55533 0.74030
C 0.78770 -1.14178 0.90997
C 1.71888 -0.24640 1.72390
H -0.13920 1.57174 0.62478
H -1.70842 1.14001 0.00493
H 0.12284 1.72035 -1.54469
H -0.51427 -0.32911 -3.03669
H -1.80126 -0.28033 -1.81301
H -1.20061 -1.21911 0.11045
H -1.11716 -0.51916 1.70692
H 0.67995 -2.10559 1.42045
H 1.25913 -1.38291 -0.04176
H 1.75072 0.73876 1.26161
H 2.74723 -0.60707 1.73594
H 1.39888 -0.15973 2.76951
```

Output
Charge   -1
Relative energy (zero: lowest compared OMol25 entry of this formula, charge and spin)   0.266 eV
HOMO-LUMO gap   6.22 eV
SMILES string   CCCCNC[O-]
Molar mass   102.2 g/mol

These are the Mulliken partial charges, in e, on atoms 1 to 5:
1. C -0.84
2. N -0.43
3. C -0.23
4. O -0.88
5. C -0.61